{"formula": "C4H8N", "method": "wB97M-V/def2-TZVPD", "elements": ["C", "C", "N", "C", "C", "H", "H", "H", "H", "H", "H", "H", "H"], "coordinates": [[0.636, 1.388, -1.363], [0.408, -0.010, -0.888], [0.011, -0.375, 0.255], [-0.708, -0.057, 1.424], [-0.403, -1.471, 1.078], [0.968, 1.904, -0.509], [1.283, 1.450, -2.166], [-0.290, 1.634, -1.839], [0.825, -0.759, -1.634], [-1.700, 0.157, 1.072], [-0.265, 0.395, 2.337], [0.447, -2.043, 1.496], [-1.213, -2.211, 0.737]], "smiles": "CC=[N+]1CC1", "spin_multiplicity": 1, "orbital_gap_ev": 12.4, "e_above_lowest_kcal_mol": 28.94, "charge": 1, "lumo_energy_ev": -4.622}



{"formula": "C18H19IIrN2Te", "method": "wB97M-V/def2-TZVPD", "elements": ["C", "C", "H", "H", "H", "H", "H", "H", "C", "C", "C", "C", "H", "H", "H", "H", "N", "C", "C", "N", "C", "C", "C", "H", "H", "C", "H", "H", "Ir", "I", "Te", "C", "C", "C", "C", "C", "C", "H", "H", "H", "H", "H"], "coordinates": [[1.006, 1.003, 1.595], [1.037, -1.226, 1.640], [2.074, 1.231, 1.530], [0.744, 0.750, 2.628], [0.461, 1.930, 1.392], [1.146, -2.224, 1.211], [1.982, -1.045, 2.159], [0.197, -1.296, 2.340], [0.783, 2.448, -1.657], [0.897, 3.273, -2.771], [0.826, 2.718, -4.050], [0.651, 1.345, -4.177], [0.868, 2.823, -0.632], [1.049, 4.338, -2.615], [0.914, 3.345, -4.937], [0.615, 0.834, -5.133], [0.581, 1.128, -1.789], [0.515, 0.556, -3.023], [0.361, -0.897, -3.015], [0.332, -1.459, -1.777], [0.267, -2.792, -1.631], [0.184, -3.085, -4.020], [0.187, -3.632, -2.736], [0.287, -3.166, -0.603], [0.130, -4.705, -2.567], [0.289, -1.706, -4.162], [0.317, -1.206, -5.123], [0.106, -3.724, -4.899], [0.559, -0.169, -0.139], [3.181, -0.417, -0.656], [-1.886, -0.032, 0.585], [-2.005, 0.244, 2.681], [-1.961, 1.552, 3.202], [-1.798, 1.726, 4.580], [-1.740, 0.615, 5.431], [-1.863, -0.679, 4.912], [-2.010, -0.876, 3.534], [-2.007, 2.397, 2.516], [-1.720, 2.737, 4.987], [-1.616, 0.761, 6.508], [-1.846, -1.545, 5.578], [-2.095, -1.874, 3.101]], "spin_multiplicity": 6, "orbital_gap_ev": [5.4, 5.1], "s2": 8.78, "charge": 2, "lumo_energy_ev": [-6.791, -10.087]}



{"formula": "C4H6OS", "method": "wB97M-V/def2-TZVPD", "elements": ["C", "C", "C", "C", "O", "S", "H", "H", "H", "H", "H", "H"], "coordinates": [[-0.284, 0.160, 1.738], [-0.733, -0.224, 0.557], [0.065, -0.896, -0.442], [0.404, 0.086, -1.614], [0.203, -0.322, -2.742], [1.124, 1.677, -1.367], [0.829, 0.212, 2.132], [-0.955, 0.537, 2.532], [-1.772, -0.223, 0.500], [1.013, -1.279, -0.132], [-0.571, -1.678, -0.971], [0.678, 1.947, -0.191]], "smiles": "C=CCC(=O)S", "spin_multiplicity": 1, "orbital_gap_ev": 10.3, "e_above_lowest_kcal_mol": 35.09, "lumo_energy_ev": 0.703}



{"formula": "C3H3N3", "method": "wB97M-V/def2-TZVPD", "elements": ["H", "N", "C", "C", "N", "C", "N", "H", "H"], "coordinates": [[1.300, -0.481, -2.339], [1.076, 0.360, -1.686], [0.474, 0.242, -0.547], [-0.159, -0.942, 0.084], [-1.035, -0.627, 1.046], [-0.494, 0.870, 1.258], [0.310, 1.361, 0.490], [-0.360, -1.946, -0.428], [-1.111, 1.163, 2.121]], "smiles": "[H]/N=C1\\C=NC=N1", "spin_multiplicity": 1, "orbital_gap_ev": 9.6, "e_above_lowest_kcal_mol": 59.96, "lumo_energy_ev": -1.030}